[1]
Formula: C34H55ClN7O4PS
Source: OMol25
Level of theory: ωB97M-V with the def2-TZVPD basis set

ORCA input file:
```
! wB97M-V def2-TZVPD RIJCOSX def2/J DEFGRID3
* xyz 0 1
N -0.17614 6.94742 -0.48533
P 0.47891 6.50138 -1.93307
C -0.07407 4.68997 -2.32717
C 0.33175 3.49244 -1.48668
C 1.30940 3.74389 -0.19627
C 1.15992 2.65519 1.01961
C -0.24061 2.86922 1.90495
C 0.06837 2.97708 3.51194
S -0.92076 1.57940 4.35438
O -0.47681 1.55189 5.84396
O -2.43871 1.82098 4.14158
Cl -0.22862 -0.19894 3.41549
C -0.23798 2.03963 -2.01301
O -0.25876 0.90310 -1.27294
C -0.90522 1.87095 -3.53782
C -1.29761 3.05287 -4.36585
C -1.02821 4.53842 -3.69271
O -1.56705 5.61826 -4.30519
H -0.69656 6.07676 -0.16950
H -0.13798 7.41413 -2.90550
H 1.92154 6.63630 -1.93576
H 2.45441 3.71436 -0.53196
H 1.17812 4.81827 0.30731
H 2.03584 2.89818 1.79295
H 1.32666 1.53468 0.70153
H -0.97832 1.96552 1.69102
H -0.80157 3.85537 1.53834
H -0.18238 4.03949 3.95155
H 1.19765 2.76091 3.80650
H -1.12947 0.79414 -4.00184
H -1.77072 2.95735 -5.43658
C -6.55808 2.79833 -3.95904
C -6.75316 1.68892 -4.98767
C -5.45338 0.95638 -5.32638
C -4.44905 1.93620 -5.91094
N -3.61586 2.74898 -6.39585
H -5.88911 3.58102 -4.33051
H -7.51613 3.27392 -3.72687
H -6.13985 2.40036 -3.02730
H -7.18441 2.12183 -5.89861
H -7.47991 0.96739 -4.59858
H -5.64839 0.16335 -6.05599
H -5.02671 0.49492 -4.42924
C 1.93571 0.38110 -6.62276
C 1.97782 -1.07876 -7.06314
C 0.60857 -1.61101 -7.49046
C -0.36294 -1.52376 -6.32470
N -1.16889 -1.45139 -5.35766
H 1.29910 0.51987 -5.74322
H 2.93917 0.72608 -6.35440
H 1.55786 1.02279 -7.42706
H 2.37259 -1.68630 -6.23958
H 2.67751 -1.17732 -7.90032
H 0.69435 -2.65509 -7.80952
H 0.21534 -1.03010 -8.33176
C 5.81770 3.57422 4.90941
C 4.91937 3.24346 6.09706
C 4.42468 1.79575 6.08383
C 3.61199 1.54228 4.82458
N 2.93782 1.33196 3.77996
H 5.28447 3.47363 3.95880
H 6.16983 4.60842 4.97581
H 6.69393 2.91616 4.88499
H 4.06319 3.92914 6.09583
H 5.47500 3.42355 7.02388
H 3.79730 1.60522 6.96097
H 5.27013 1.09991 6.11349
C -1.81779 -6.72756 -2.66004
C -1.75372 -5.20448 -2.71495
C -0.95088 -4.68545 -3.90943
C 0.48039 -5.19013 -3.82445
N 1.66771 -5.60878 -3.75401
H -0.82406 -7.16986 -2.53758
H -2.42421 -7.05187 -1.80855
H -2.26657 -7.13457 -3.57348
H -1.31282 -4.83425 -1.78128
H -2.77341 -4.80768 -2.76924
H -0.94635 -3.59035 -3.91159
H -1.39766 -5.02499 -4.85016
C 2.27103 -5.21900 1.62207
C 2.46054 -6.01071 0.33203
C 1.14159 -6.30182 -0.38657
C 0.23680 -7.12608 0.51476
N -0.51382 -7.80983 1.26243
H 1.67522 -5.77428 2.35337
H 3.24035 -5.00981 2.08533
H 1.77292 -4.26254 1.42584
H 2.97248 -6.95224 0.56578
H 3.11658 -5.44523 -0.33880
H 1.33206 -6.85821 -1.31037
H 0.63331 -5.36827 -0.65114
C -1.07720 -2.23023 9.58444
C -1.01313 -0.70714 9.52954
C -0.21029 -0.18812 8.33505
C 1.22098 -0.69280 8.42003
N 2.40830 -1.11145 8.49048
H -0.08346 -2.67253 9.70690
H -1.68362 -2.55454 10.43593
H -1.52598 -2.63723 8.67100
H -0.57223 -0.33692 10.46320
H -2.03282 -0.31034 9.47524
H -0.20576 0.90698 8.33290
H -0.65707 -0.52766 7.39433
*
```

[2]
Formula: C34H55F2N2O13
Source: OMol25
Level of theory: ωB97M-V with the def2-TZVPD basis set

ORCA input file:
```
! wB97M-V def2-TZVPD RIJCOSX def2/J DEFGRID3
* xyz 1 1
C 3.16381 -3.67685 -0.06064
C 3.73747 -2.33492 0.68474
C 2.60096 -1.34801 1.32576
C 3.37403 -0.21967 2.26823
N 1.75247 -0.59450 0.32676
C 2.14200 -0.42496 -1.15709
C 1.21187 0.41160 -2.25176
N 1.53406 0.57593 -3.72104
C 2.09967 1.94207 -4.05004
O 1.87569 2.38768 -5.31543
F 2.82656 2.80607 -3.07626
C 2.37902 -0.55027 -4.27227
O 1.94427 -1.72160 -4.74349
F 3.86703 -0.31593 -4.29199
C -0.17923 1.13180 -1.71478
C -1.17522 2.03553 -2.66647
O -0.71805 3.22723 -3.14284
O -2.55660 1.60887 -3.01215
C -3.48221 2.75110 -3.02892
C -5.04223 2.39577 -2.67884
C -5.26392 1.13525 -1.65724
C -5.92120 1.71268 -0.23689
O -5.98125 0.66713 0.79913
C -5.53894 1.16259 2.11449
C -0.52938 0.93958 -0.11488
C -1.91049 1.69615 0.41600
C -1.47597 3.42321 0.50922
C -1.20799 3.99604 2.12617
O -2.52650 4.34660 1.20779
C 0.46119 0.03827 0.88823
C -0.05009 -0.09650 2.43854
C -1.38924 -1.09492 2.48911
O -1.95997 -1.14978 3.85666
H 4.09905 -4.18358 -0.59951
H 2.37833 -3.44643 -0.90311
H 2.79243 -4.47580 0.73111
H 4.40432 -2.71457 1.59893
H 4.49321 -1.71930 -0.00255
H 1.90423 -2.03669 2.00608
H 2.97362 -0.37399 3.38062
H 3.12655 0.86082 1.85162
H 4.51479 -0.48470 2.25950
H 3.14606 -0.88007 -1.61266
H -3.47866 3.16096 -4.15001
H -3.17005 3.65806 -2.35878
H -5.48420 3.35507 -2.12260
H -5.69113 2.26517 -3.64912
H -6.12963 0.46490 -2.13268
H -4.32188 0.46875 -1.46753
H -5.38553 2.69928 0.11295
H -7.04072 2.00690 -0.50079
H -4.41406 0.84287 2.28323
H -6.19470 0.66655 2.97752
H -5.62381 2.32031 2.26077
H -2.19410 1.43928 1.52137
H -2.79641 1.63883 -0.34947
H -0.74649 3.88724 -0.39983
H -1.93250 3.54763 2.93809
H -0.50999 4.92881 2.29236
H -0.36845 1.00237 2.78016
H 0.75717 -0.44729 3.20790
H -2.25984 -0.72282 1.78718
H -1.07661 -2.16128 2.07280
H -2.52223 -2.00225 3.88878
O -4.34359 3.09259 5.27736
C -4.94297 4.13545 5.03509
O -5.24260 4.46973 3.75953
C -6.10635 5.55835 3.38050
C -5.33460 6.86127 3.31083
C -5.27497 5.10286 6.13336
H -6.97727 5.61785 4.03961
H -6.48996 5.31581 2.38367
H -4.92057 7.13637 4.28447
H -5.98091 7.67400 2.96771
H -4.48838 6.76852 2.62229
H -4.41119 5.74498 6.32036
H -5.50423 4.53219 7.03912
H -6.15252 5.71447 5.93061
O 7.66895 -2.58625 -4.93384
C 7.34192 -1.93632 -5.92185
O 8.28515 -1.38869 -6.72121
C 8.02127 -0.78162 -8.00052
C 7.62614 0.67277 -7.83716
C 5.89628 -1.65841 -6.21374
H 7.28386 -1.35890 -8.56571
H 8.95668 -0.83687 -8.56764
H 6.70151 0.77660 -7.26326
H 7.48233 1.14488 -8.81307
H 8.40062 1.22072 -7.29063
H 5.57507 -0.78536 -5.64102
H 5.30797 -2.52906 -5.90637
H 5.68213 -1.50596 -7.27023
O 1.58846 -4.82762 2.97622
C 1.60554 -6.05448 2.96937
O 1.03123 -6.75052 3.97648
C 0.82161 -8.17559 3.97041
C 2.05634 -8.90538 4.46124
C 2.33898 -6.80592 1.89713
H 0.48990 -8.52062 2.98686
H -0.00656 -8.36908 4.66060
H 2.91457 -8.72908 3.80745
H 1.87362 -9.98255 4.50922
H 2.33983 -8.55070 5.45755
H 3.39484 -6.87963 2.16760
H 2.24396 -6.25006 0.95873
H 1.93759 -7.79907 1.70273
*
```

no.,HOMO energy (eV)
1,-8.5
2,-11.5